# C53H52BNO5S3Se2Sr

A molecular structure, C53H52BNO5S3Se2Sr (ωB97M-V/def2-TZVPD, OMol25).

Calculated values
- E: -8534.86695 Eh
- HOMO level: -6.26 eV
- 2S+1: 1
- M: 1135.55 g/mol
- LUMO energy: -0.4 eV
- Energy above the lowest of the compared OMol25 structures with the same formula, charge and spin: 0.0 kJ/mol

```
118
C53H52BNO5S3Se2Sr ωB97M-V/def2-TZVPD
H -1.6690 -3.9715 -5.8698
H -2.8214 9.9637 2.5002
C -0.1729 -7.2340 -0.5698
C -2.8394 1.4986 2.2076
H 0.9448 8.5031 0.2580
C 0.9847 -6.7514 0.0381
H 4.6841 1.0450 -5.9180
C 1.2815 -3.1358 -3.4792
H -1.5246 -4.2418 -1.4771
H 3.7862 2.6134 -2.1297
H 3.5202 2.8285 -8.3629
H -0.7331 1.9408 2.3728
C -0.4513 -8.7101 -0.6347
C -1.8520 6.5997 0.4838
C 4.4700 -1.9555 -0.8295
H 0.4695 -9.2898 -0.5753
C -1.6990 9.0918 0.8592
Se -0.9866 0.0552 3.9381
H -3.8037 0.0093 -1.2422
C 3.6142 0.8792 -5.9626
H 3.6239 2.5579 2.7317
H -0.2086 0.3545 -6.0779
C 0.8665 0.4781 -6.0659
H 1.6946 -7.4499 0.4649
H 5.1861 4.1411 1.6429
C -0.8315 -4.9587 -1.0559
C -1.0748 -6.3224 -1.1080
H -2.4825 -1.1776 5.4997
H 4.7032 1.5246 -8.2903
C 3.7118 2.6033 1.6561
C 1.5409 0.9763 -7.1647
O -0.5666 0.2090 -3.3577
C -2.6717 -0.3494 4.8204
C -1.2651 5.3988 0.1697
N 2.9944 1.7960 -0.4396
H 3.2335 1.3393 -9.2551
C 4.6386 3.5095 -0.3482
H -1.6367 8.7464 3.0054
H -1.2039 11.1667 1.1539
H 0.9894 1.2242 -8.0639
C 0.0104 -4.7770 -4.7735
H -3.5297 8.6509 -0.2457
O 2.2681 1.0156 -1.2164
S 0.7757 -0.4640 -3.4734
H -3.0068 0.5119 5.3950
H -2.9840 2.3604 1.5547
H 5.2622 -1.5957 -0.1847
H -1.0921 -9.0201 0.1933
S 1.7957 0.6445 1.6805
H -3.1540 8.2479 2.2560
H 5.2906 4.1876 -0.8786
C 3.9790 -2.7896 -4.4374
C 0.4787 -2.1528 -3.9928
C 1.5870 0.1676 -4.9202
C -2.3687 9.0042 2.2378
H 1.9591 6.3226 -0.3000
H -3.7128 1.3801 2.8477
O -0.4835 -2.1200 -1.1808
C 3.6368 1.7434 -8.3267
H 3.4833 0.1872 -3.9234
C 2.3877 -2.7910 -2.5315
O -1.8415 4.1633 0.0794
C 0.0878 5.2947 -0.1123
H 7.2571 -1.9542 -4.4778
C 3.8345 2.6587 -1.0525
B -0.8166 3.2251 -0.2819
C 1.0858 -4.4814 -3.9047
C 0.3332 -4.5101 -0.4583
H -2.9129 6.6420 0.6957
Sr -0.1282 0.4440 -0.7074
H 0.0866 10.0664 1.6445
H 2.3826 -7.6047 -3.5701
H -2.3078 9.5079 -1.1860
C 5.2305 -2.5696 -4.9287
S 0.5998 -2.7495 -0.3368
H 0.4749 -8.1329 -5.0729
C 4.7382 -2.1659 -2.2004
H 6.8172 -1.6007 -2.0846
C 2.8852 1.7298 0.9220
C -1.5713 1.6710 3.0164
C 1.7239 -6.8114 -3.8999
C 0.9011 6.3999 -0.0855
H -1.0258 -6.3414 -5.8376
C 0.6388 -7.1118 -4.7528
C -0.8390 -3.7296 -5.2170
C 0.3106 7.6285 0.2342
H -3.4294 -0.6451 4.0980
C 6.2689 -2.1314 -4.0735
H -1.2541 -1.6350 -5.1666
C 3.6947 -2.5903 -3.0584
C -2.7623 9.4242 -0.1971
H -1.7060 2.4663 3.7509
H 2.9895 -1.9345 0.7029
C 6.0279 -1.9354 -2.7467
C -0.6891 10.2389 0.8963
C 1.2410 -5.3924 0.1067
C 4.5732 3.4776 1.0473
H -3.3356 1.6493 -0.7174
C -0.6082 -2.4411 -4.8441
H 5.4308 -2.7211 -5.9814
C 1.9411 -5.5306 -3.4841
C -0.1962 -6.1190 -5.1771
C 2.1820 -2.6022 -1.1831
H -0.9631 -8.9695 -1.5619
C 2.9520 0.3865 -4.8469
C -1.0469 7.7503 0.5181
H -0.2078 10.3834 -0.0726
H -4.8345 0.8810 -0.0913
H 2.1425 -5.0265 0.5847
Se -2.7672 -0.0691 1.0372
H 3.1852 -3.1092 -5.1002
O 0.3928 3.9934 -0.3894
C 3.2197 -2.1633 -0.3310
H -3.2513 10.3727 0.0397
H -1.9759 -6.6843 -1.5889
C 2.9225 1.1757 -7.1314
C -3.8096 0.7162 -0.4137
H 2.7683 -5.3037 -2.8232
```



# C53H52BNO5S3Se2Sr

A molecular structure, C53H52BNO5S3Se2Sr at a distorted geometry (ωB97M-V/def2-TZVPD, OMol25).

Calculated values
- E: -8534.73737 Eh
- HOMO level: -6.26 eV
- 2S+1: 1
- M: 1135.55 g/mol
- LUMO energy: -0.5 eV
- Energy above the lowest of the compared OMol25 structures with the same formula, charge and spin: 340.2 kJ/mol

```
118
C53H52BNO5S3Se2Sr ωB97M-V/def2-TZVPD
C 3.4959 -2.9407 -1.1383
C -1.4505 2.3377 -3.5412
H 5.8811 2.3916 0.4032
C 0.0003 5.7418 -5.3666
C -0.2180 0.5588 8.8764
Se -2.9185 -3.5899 0.4981
C -3.4204 3.8580 -3.1655
C -1.2019 -4.2411 -0.1963
C -0.3238 4.5899 -4.7123
H -3.8567 -4.6385 -4.2810
H 0.6809 1.1724 8.7882
Sr 1.1309 -0.1253 -0.1925
H 0.7984 1.7263 2.3388
H -4.6022 -5.1039 1.4934
H -5.1264 2.5556 -6.3732
H -1.9832 2.0038 6.2892
H 3.8801 -4.7947 -2.1030
H -0.3737 4.5276 0.5743
C 2.0169 2.3253 -0.8041
C 0.2313 6.9109 -3.2857
H 0.0793 -0.4419 9.1966
Se 1.4212 -5.3859 0.3020
C -0.6954 3.3561 -1.2237
C 5.1194 -2.3532 0.5205
C -0.0817 -0.7119 4.1143
H -2.9132 -0.3313 6.9148
C -0.9638 1.2629 -4.2393
H 5.9469 -5.3063 -0.8482
H 1.5361 -5.7935 2.8070
C 5.8473 -3.4873 0.3158
C 3.3659 2.1876 -0.5289
C -0.3332 -4.7736 0.9210
H -0.8023 -5.6206 1.4186
C -0.3939 4.5540 -0.5092
C -0.7719 3.3235 -2.5903
C -0.7689 -3.5889 -4.3334
C -0.1406 5.7073 -1.1638
N 3.9978 -2.0839 -0.1920
C -4.6256 4.3653 -3.5542
O -0.9213 0.6692 -0.8891
H -0.5130 3.6938 -5.2862
H 0.0471 5.7480 -6.4476
O -0.4580 -0.8888 2.8128
H 3.2226 1.5627 2.8050
H -2.9736 4.2166 -2.2492
H -2.8678 0.1223 8.6204
C 1.8453 -1.0483 5.4966
H 5.5412 0.7018 0.7831
H -3.0989 -5.1827 -2.7928
H -3.2667 1.0094 -6.7540
C 1.0807 2.1547 0.2413
H -2.0180 2.3986 8.0097
H -2.0267 -1.3343 8.0643
H -3.5106 -2.4418 -2.7310
C 5.2799 1.7334 1.0299
C -0.5149 -1.2762 -3.7442
S -0.7434 1.9420 -0.0886
H -2.4088 -5.6499 -4.3541
O 1.7164 -1.5959 3.0932
C 1.1077 -0.5120 6.5655
O 3.3978 -0.9366 0.0561
H 0.9855 -2.4211 -4.7600
H 5.5293 1.9150 2.0740
C -2.2804 -0.3049 7.8031
H 0.5223 7.8364 -5.1757
C 5.4022 -4.3903 -0.6583
H 5.3607 -1.5972 1.2510
H -0.5175 2.5857 7.0861
H 4.0775 2.3028 -1.3361
H 2.2474 -4.2140 2.3814
H 1.5919 -0.4396 7.5291
H -1.1896 -0.0017 -5.9876
C -0.0952 5.7227 -2.5833
H -2.9943 -5.5809 2.0644
H -0.8393 0.9891 9.6653
C -0.3955 4.5452 -3.2897
H -0.1272 -3.9706 1.6248
C 2.8908 1.7706 1.7958
H -6.1950 4.3372 -5.0501
B 0.6886 -1.4531 2.0704
C -1.7792 -1.2822 -3.1517
C 2.1652 -5.2605 2.0960
C -0.8151 -0.1924 5.1496
C 3.8189 1.9127 0.7681
H 1.6855 2.5902 -1.7938
C -2.0398 -3.6043 -3.7831
S 0.4838 0.1902 -3.9459
C 1.5272 1.8547 1.5454
H 0.0484 6.6225 -0.6165
C -1.6381 0.8041 -5.4180
H -1.4098 -4.9916 -0.9601
C -2.7946 1.3530 -5.8417
H -5.1070 5.1227 -2.9495
C 1.2224 -1.1350 4.2789
H 0.4457 7.8066 -2.7154
C -1.4061 1.9635 7.2143
H 6.7392 -3.6592 0.9004
C -3.4157 2.3739 -5.0755
O 1.1359 0.5668 -2.6408
H 2.8685 -1.3749 5.6299
H -1.8393 0.1167 4.9804
C -0.0075 -2.4246 -4.3298
H -0.3607 -4.4892 -4.7763
C -1.0100 0.5243 7.5711
C -2.7599 2.8514 -3.9296
C 0.2738 6.9261 -4.6462
H -3.5335 -6.0366 0.4271
C -3.5681 -5.2667 1.1964
H 3.1528 -5.7193 2.0806
C -2.8936 -4.8409 -3.8099
C -0.2068 -0.0823 6.4160
H -2.1703 -0.3942 -2.6746
C -4.6580 2.9303 -5.4710
C 4.2611 -4.1130 -1.3560
C -2.5266 -2.4372 -3.1808
S 2.0514 -2.5989 -1.9548
C -5.2513 3.9111 -4.7365
H -0.7318 -3.3784 -0.6715
```



Q: Number 1 is which compound?
A: C53H52BNO5S3Se2Sr